The following is a DFT calculation (ωB97M-V/def2-TZVPD) of one molecule with the formula CH2O3S2 in a non-equilibrium geometry.

Each atom is followed by the atoms it is bonded to, with distances in Å.
CARTESIAN COORDINATES (ANGSTROEM)
1 S -1.26 0.62 -0.04  S2 1.933, O3 1.485, O4 2.004, O5 1.456
2 S -1.46 -1.29 0.20  S1 1.933
3 O -1.76 1.25 -1.28  S1 1.485
4 O 0.71 0.46 -0.41  S1 2.004, C6 1.206
5 O -1.11 1.42 1.16  S1 1.456
6 C 1.36 -0.46 0.01  O4 1.206, H7 1.152, H8 1.184
7 H 2.50 -0.48 -0.10  C6 1.152
8 H 1.02 -1.51 0.46  C6 1.184

HOMO-LUMO gap: 8.55 eV
Charge: 0
Max |F|: 3.7 eV/Å
Relative energy (zero: lowest compared OMol25 entry of this formula, charge and spin): 1.998 eV

Here are the Löwdin charges for atoms 1 to 4, given in e: 0.34 0.35 -0.35 -0.13